38
Properties=species:S:1:pos:R:3:forces:R:3 method="wB97M-V/def2-TZVPD" e_above_lowest_kj_mol=0.0 smiles="O=[N+]([O-])c1ccc(N[C@H]2C=Cc3c(ccc4ccccc34)O2)cc1" e_homo_ev=-7.861 homo_lumo_gap_ev=7.5
O -3.861429 0.213065 -6.386403 -0.4480 3.3243 0.3255
N -3.195053 -0.761582 -6.257757 -1.0720 -1.8214 -0.1466
O -3.527146 -1.737680 -6.886351 1.4991 -2.2453 -0.1767
C -2.171436 -0.786665 -5.205748 0.3531 1.1096 0.6715
C -1.524047 -1.956057 -4.673110 -1.0775 -0.4910 -1.0164
C -0.851600 -1.810566 -3.475405 0.5017 0.8360 -1.3062
C -0.606830 -0.506320 -2.966845 1.2934 -3.5150 1.4189
N 0.157157 -0.333314 -1.815527 0.5441 1.1729 -1.1166
C -0.355517 0.474364 -0.714897 0.7911 0.4376 0.2777
C -0.771054 -0.589085 0.154903 -1.3757 -1.7507 3.7287
C -0.305000 -0.788637 1.434725 -0.9595 0.6387 -3.1137
C 0.703791 0.149646 1.900868 -1.1185 -1.1270 2.0426
C 1.079302 1.192836 1.153449 0.6843 0.6742 -2.3985
C 2.094937 2.051262 1.593995 0.4731 1.8952 1.6590
C 2.438287 2.184462 2.970818 -0.6294 -0.2507 -4.9360
C 1.912137 1.219588 3.785363 -0.9442 -1.1030 0.1742
C 2.199123 1.309306 5.125261 1.0839 0.3946 2.6029
C 1.895465 0.278931 6.014253 -0.7401 0.5113 -2.8485
C 1.242798 -0.880132 5.483415 1.1146 2.2261 -0.6954
C 0.955503 -0.958330 4.127438 -1.0851 -1.1873 1.6315
C 1.137132 0.137240 3.260710 0.9740 -0.3690 0.0983
O 0.605828 1.394121 -0.168523 0.2563 -0.3921 0.7736
C -1.177354 0.554584 -3.518039 -0.6202 3.7357 -0.3127
C -2.014055 0.508183 -4.621108 0.8689 -2.8974 0.9243
H -1.560199 -3.037870 -5.102923 -0.4050 2.4428 0.4399
H -0.389668 -2.705929 -3.120080 0.3165 -0.1512 0.7412
H 1.019898 -0.855464 -1.686515 -0.6640 0.0825 0.2610
H -1.287134 1.054313 -0.924404 1.0133 -0.2780 -0.7699
H -1.605967 -1.144635 -0.350358 0.8732 0.1565 1.0735
H -0.760415 -1.531227 2.060372 0.2213 -0.2887 0.1896
H 2.504119 2.766926 0.894428 -0.0659 0.0039 -0.1649
H 3.159772 2.924596 3.266641 -0.0113 0.1210 0.2583
H 2.742013 2.288591 5.378071 -0.7912 -1.7880 0.2667
H 2.099148 0.371796 7.027402 0.3627 0.0588 1.7062
H 0.986075 -1.623642 6.184450 -0.2308 -1.1109 0.3403
H 0.483666 -1.934349 3.889087 0.2091 1.0096 -0.5973
H -0.887974 1.493478 -2.970856 -0.7484 -0.5929 -1.1366
H -2.564272 1.374199 -4.860800 -0.4469 0.5281 -0.8693